<w>
The following is a quantum chemistry calculation of one molecule with the formula C7H11NS, from the Open Molecules 2025 dataset.

The geometry in ORCA input format:
```
! RIJCOSX wB97M-V def2-TZVPD def2/J DEFGRID3
* xyz 0 1
H 3.077 0.971 -1.795
N 1.999 0.961 -1.829
C 1.411 -0.086 -1.452
C 2.054 -1.286 -0.576
S 1.316 -1.550 1.145
C -0.145 -0.593 0.775
C -1.134 -1.027 0.022
C -2.076 0.125 -0.001
C -1.748 1.152 1.033
C -0.265 0.783 1.238
H 0.392 -0.127 -1.612
H 1.825 -2.196 -1.019
H 3.120 -1.125 -0.267
H -1.103 -1.888 -0.542
H -3.128 -0.248 -0.103
H -1.700 0.632 -0.933
H -1.968 2.170 0.692
H -2.278 0.992 1.984
H 0.538 1.489 0.859
H -0.189 0.850 2.380
*
```

- Frontier orbital gap: 9.4 eV
- HOMO energy: -8.558 eV


<x>
The following is a quantum chemistry calculation of one molecule with the formula C7H11NS, from the Open Molecules 2025 dataset.

The geometry in ORCA input format:
```
! RIJCOSX wB97M-V def2-TZVPD def2/J DEFGRID3
* xyz 0 1
C -0.206 -0.631 0.622
C 0.504 -0.161 -0.455
C -1.448 0.132 0.248
C -0.676 0.436 -1.091
C -2.781 -0.751 0.334
C -0.642 1.922 -1.481
C 3.444 -1.156 1.584
N 2.401 -0.353 0.972
S 2.245 -0.259 -0.617
H -1.551 1.033 0.781
H -1.068 -0.142 -1.894
H -2.778 -1.225 -0.551
H -3.576 -0.050 0.241
H -2.884 -1.438 1.137
H -0.014 1.969 -2.469
H -0.280 2.511 -0.755
H -1.605 2.180 -1.746
H 4.359 -0.937 1.038
H 3.467 -0.916 2.606
H 3.087 -2.164 1.498
*
```

- Frontier orbital gap (spin up / spin down): 7.0 / 8.4 eV
- HOMO energy (spin up / spin down): -7.557 / -8.568 eV


<y>
The following is a quantum chemistry calculation of C7H11NS as an isolated structure, from the Open Molecules 2025 dataset.

The geometry in ORCA input format:
```
! RIJCOSX wB97M-V def2-TZVPD def2/J DEFGRID3
* xyz 0 1
C 0.569 2.318 1.501
C -0.356 0.033 0.936
C -0.417 -1.238 0.746
C 0.213 1.244 -0.452
C -0.901 -2.265 1.688
C -0.983 1.713 -1.174
C 1.197 0.441 -1.349
N 0.837 2.268 0.298
S -0.410 1.127 2.295
H 0.964 3.073 2.101
H -0.403 -1.567 -0.320
H -0.281 -3.176 1.732
H -1.913 -2.591 1.497
H -0.871 -1.865 2.747
H -0.792 2.275 -2.090
H -1.459 2.310 -0.449
H -1.554 0.926 -1.520
H 1.127 -0.609 -1.241
H 2.227 0.748 -1.208
H 0.740 0.676 -2.336
*
```

- Frontier orbital gap: 9.3 eV
- HOMO energy: -8.445 eV


Most stable structure, least stable structure: <y>, <x>.


<w>
The following is a quantum chemistry calculation of one molecule with the formula C4H6, from the Open Molecules 2025 dataset.

The geometry in ORCA input format:
```
! RIJCOSX wB97M-V def2-TZVPD def2/J DEFGRID3
* xyz 0 1
C -1.493 -0.329 -0.760
C -0.280 -0.053 -0.273
C 0.600 0.891 0.397
C 0.961 -0.620 0.246
H -1.811 -1.284 -1.034
H -2.270 0.387 -0.694
H 1.366 1.487 -0.054
H 0.250 1.205 1.384
H 0.902 -1.004 1.188
H 1.776 -0.679 -0.399
*
```

- Frontier orbital gap: 10.8 eV
- HOMO energy: -9.575 eV


<x>
The following is a quantum chemistry calculation of one molecule with the formula C4H6, from the Open Molecules 2025 dataset.

The geometry in ORCA input format:
```
! RIJCOSX wB97M-V def2-TZVPD def2/J DEFGRID3
* xyz 0 1
C 0.841 0.070 1.158
C -0.349 0.426 0.332
C -0.724 -0.213 -0.830
C -0.911 -1.250 -1.621
H 1.514 0.922 1.302
H 1.392 -0.748 0.689
H 0.468 -0.232 2.149
H -0.933 1.290 0.646
H -0.661 0.881 -1.202
H -0.629 -1.142 -2.671
*
```

- Frontier orbital gap (spin up / spin down): 7.7 / 7.7 eV
- HOMO energy (spin up / spin down): -7.860 / -7.864 eV


<y>
The following is a quantum chemistry calculation of one molecule with the formula C4H6, from the Open Molecules 2025 dataset.

The geometry in ORCA input format:
```
! RIJCOSX wB97M-V def2-TZVPD def2/J DEFGRID3
* xyz 0 1
C -1.056 1.004 -0.003
C -0.350 -0.201 0.498
C 0.850 -0.696 0.070
C 2.151 -0.349 -0.244
H -1.898 0.686 -0.641
H -0.397 1.632 -0.604
H -1.485 1.573 0.826
H -0.942 -0.875 1.121
H 0.555 -1.756 -0.007
H 2.573 -1.018 -1.016
*
```

- Frontier orbital gap (spin up / spin down): 7.4 / 8.0 eV
- HOMO energy (spin up / spin down): -7.941 / -8.585 eV


<z>
The following is a quantum chemistry calculation of a 2-piece molecular cluster, C4H6 overall, from the Open Molecules 2025 dataset.

The geometry in ORCA input format:
```
! RIJCOSX wB97M-V def2-TZVPD def2/J DEFGRID3
* xyz 0 1
C -1.269 -0.679 0.098
C -1.346 0.647 0.148
C -0.071 0.019 -0.434
C 1.306 0.045 0.224
H -1.859 -1.587 0.106
H -1.657 1.412 0.677
H 0.086 -0.043 -1.900
H 1.785 -0.789 -0.166
H 1.018 0.169 1.219
H 2.007 0.806 0.029
*
```

- Frontier orbital gap: 10.1 eV
- HOMO energy: -8.837 eV


Most stable structure, least stable structure: <w>, <x>.


<w>
The following is a quantum chemistry calculation of one molecule with the formula C4H6N4, from the Open Molecules 2025 dataset.

The geometry in ORCA input format:
```
! RIJCOSX wB97M-V def2-TZVPD def2/J DEFGRID3
* xyz 0 1
H 3.418 -0.764 -0.272
N 3.090 0.185 -0.398
C 1.864 0.156 -0.128
N 0.911 -0.796 0.165
C -0.313 -0.466 0.066
N -1.266 -1.397 -0.046
C -2.395 -0.467 -0.342
N -2.233 0.781 -0.247
C -0.847 1.004 0.286
H 1.236 1.071 -0.218
H 1.107 -1.789 0.812
H -3.411 -0.650 -0.907
H -0.386 1.930 -0.312
H -0.775 1.202 1.542
*
```

- Frontier orbital gap: 9.5 eV
- HOMO energy: -9.348 eV


<x>
The following is a quantum chemistry calculation of C4H6N4 as an isolated structure, from the Open Molecules 2025 dataset.

The geometry in ORCA input format:
```
! RIJCOSX wB97M-V def2-TZVPD def2/J DEFGRID3
* xyz 0 1
C 1.394 0.151 1.060
C 0.915 -0.978 0.008
C -1.464 1.377 -0.806
C -0.333 0.901 -0.047
H 2.366 0.711 0.775
H 1.455 -0.228 2.208
H 1.819 -1.295 -0.386
H 0.462 -2.012 0.657
H -1.550 -1.488 -0.343
H -2.243 2.218 -0.645
N -0.127 -0.208 -0.565
N -1.121 -0.790 -1.394
N -1.964 0.332 -1.440
N 0.392 1.308 0.918
*
```

- Frontier orbital gap: 8.1 eV
- HOMO energy: -8.381 eV


<y>
The following is a quantum chemistry calculation of one molecule with the formula C4H6N4, from the Open Molecules 2025 dataset.

The geometry in ORCA input format:
```
! RIJCOSX wB97M-V def2-TZVPD def2/J DEFGRID3
* xyz 0 1
H -3.254 -1.197 -0.052
N -2.228 -0.780 -0.150
N -1.355 -1.732 -0.007
C -0.090 -1.089 0.065
N 1.052 -1.863 0.094
C 2.067 -0.987 -0.042
N 1.567 0.318 -0.178
C 0.184 0.314 -0.066
C -0.664 1.574 0.062
H 3.174 -1.178 -0.236
H 2.187 1.075 0.199
H -1.419 1.498 -0.757
H -0.068 2.560 0.006
H -1.154 1.488 1.063
*
```

- Frontier orbital gap: 8.8 eV
- HOMO energy: -8.484 eV


Most stable structure, least stable structure: <y>, <x>.


<w>
The following is a quantum chemistry calculation of one molecule with the formula C4H6N4, from the Open Molecules 2025 dataset.

The geometry in ORCA input format:
```
! RIJCOSX wB97M-V def2-TZVPD def2/J DEFGRID3
* xyz 0 1
H -0.245 -3.376 0.675
N -0.194 -2.733 1.554
C -0.345 -1.519 1.235
N -0.614 -1.052 -0.092
C -0.296 0.288 -0.178
N -0.822 1.222 0.580
C -0.250 2.369 -0.108
N 0.588 2.150 -1.023
C 0.703 0.717 -1.116
H -0.075 -0.726 1.920
H -0.171 -1.628 -0.812
H -0.647 3.385 0.310
H 0.622 0.570 -2.195
H 1.745 0.334 -0.753
*
```

- Frontier orbital gap: 10.2 eV
- HOMO energy: -9.706 eV


<x>
The following is a quantum chemistry calculation of C4H6N4 as an isolated structure, from the Open Molecules 2025 dataset.

The geometry in ORCA input format:
```
! RIJCOSX wB97M-V def2-TZVPD def2/J DEFGRID3
* xyz 0 1
C 1.340 -0.142 0.415
C 1.093 1.435 -0.091
C -1.247 -1.196 0.152
C -0.040 -0.394 0.508
H 2.891 -1.578 0.205
H 1.561 -1.511 -1.159
H 1.766 0.105 1.505
H 1.133 1.628 -1.173
H 1.377 2.307 0.552
H -1.512 -2.349 0.219
N 2.437 -0.771 -0.522
N -0.384 0.758 0.169
N -1.726 0.865 -0.243
N -2.340 -0.397 -0.269
*
```

- Frontier orbital gap: 9.3 eV
- HOMO energy: -8.935 eV


Most stable structure, least stable structure: <w>, <x>.


<w>
The following is a quantum chemistry calculation of C6H14AlO2 as an isolated structure, from the Open Molecules 2025 dataset.

The geometry in ORCA input format:
```
! RIJCOSX wB97M-V def2-TZVPD def2/J DEFGRID3
* xyz -1 1
C 2.683 0.070 1.179
C 2.313 0.635 -0.205
C 0.926 0.179 -0.717
C 0.933 -1.351 -0.949
Al -0.502 0.830 0.579
C -2.383 0.800 -0.245
C -3.175 -0.434 -0.006
O -2.766 -1.504 0.448
O -4.497 -0.331 -0.370
H 2.759 0.857 1.915
H 1.958 -0.658 1.510
H 3.633 -0.457 1.119
H 3.093 0.391 -0.926
H 2.254 1.715 -0.107
H 0.821 0.650 -1.695
H 1.084 -1.567 -2.009
H 1.758 -1.834 -0.438
H 0.007 -1.842 -0.667
H -0.498 0.000 1.965
H -0.174 2.405 0.894
H -2.950 1.621 0.194
H -2.396 1.007 -1.313
H -4.881 -1.183 -0.155
*
```

- Frontier orbital gap: 7.8 eV
- HOMO energy: -4.367 eV


<x>
The following is a quantum chemistry calculation of C6H14AlO2 as an isolated structure, from the Open Molecules 2025 dataset.

The geometry in ORCA input format:
```
! RIJCOSX wB97M-V def2-TZVPD def2/J DEFGRID3
* xyz -1 1
C -1.491 -2.600 1.069
C -0.481 -1.467 0.750
C -0.754 -0.170 1.527
C -0.634 1.115 0.683
C 0.401 1.051 -0.414
C 1.228 2.300 -0.689
O 2.141 1.960 -1.720
Al 1.528 0.428 -2.513
O -0.106 0.621 -1.664
H -2.007 -2.407 2.004
H -2.201 -2.693 0.254
H -0.950 -3.540 1.125
H 0.501 -1.830 1.034
H -0.478 -1.307 -0.321
H -0.070 -0.110 2.369
H -1.771 -0.213 1.914
H -1.606 1.360 0.260
H -0.353 1.936 1.347
H 1.182 0.307 -0.163
H 1.748 2.598 0.230
H 0.648 3.131 -1.103
H 2.124 -0.936 -1.873
H 1.402 0.467 -4.106
*
```

- Frontier orbital gap: 8.3 eV
- HOMO energy: -4.653 eV


Most stable structure, least stable structure: <x>, <w>.


<w>
The following is a quantum chemistry calculation of a 2-piece molecular cluster, CH4OP2 overall, from the Open Molecules 2025 dataset.

The geometry in ORCA input format:
```
! RIJCOSX wB97M-V def2-TZVPD def2/J DEFGRID3
* xyz 0 1
C -0.211 0.776 -0.321
O -0.259 1.288 -1.367
P 1.192 -1.729 -0.104
P -0.588 1.227 1.349
H 0.531 -2.293 -1.126
H 2.483 -1.712 -0.575
H -1.535 0.151 1.309
H -1.613 2.293 0.834
*
```

- Frontier orbital gap (spin up / spin down): 7.8 / 6.9 eV
- HOMO energy (spin up / spin down): -8.086 / -7.609 eV


<x>
The following is a quantum chemistry calculation of a 2-piece molecular cluster, CH4OP2 overall, from the Open Molecules 2025 dataset.

The geometry in ORCA input format:
```
! RIJCOSX wB97M-V def2-TZVPD def2/J DEFGRID3
* xyz 0 1
C 1.277 -0.021 0.413
O -2.974 0.111 -0.336
P -1.627 0.677 -0.089
P -0.330 -1.004 0.251
H 1.546 0.071 1.405
H 0.962 0.943 0.071
H 1.990 -0.351 -0.232
H -0.843 -0.426 -1.484
*
```

- Frontier orbital gap: 8.1 eV
- HOMO energy: -8.757 eV


Most stable structure, least stable structure: <x>, <w>.


<w>
The following is a quantum chemistry calculation of a 2-piece molecular cluster, C22H31N5O4 overall, from the Open Molecules 2025 dataset.

The geometry in ORCA input format:
```
! RIJCOSX wB97M-V def2-TZVPD def2/J DEFGRID3
* xyz 0 1
C 5.658 -0.016 1.724
N 4.364 0.632 1.667
C 3.285 -0.087 1.140
O 3.467 -1.166 0.561
C 1.958 0.504 1.346
C 0.880 -0.292 1.124
C -0.519 0.068 1.302
C -1.167 0.924 0.396
C -2.518 1.201 0.522
C -3.231 0.723 1.650
N -4.543 1.123 1.907
C -5.611 0.961 0.943
C -4.834 2.072 2.957
C -2.570 -0.133 2.568
C -1.260 -0.512 2.350
C 1.857 1.930 1.717
O 0.811 2.518 1.987
N 3.077 2.634 1.674
C 3.095 4.050 1.964
C 4.336 2.029 1.799
O 5.339 2.706 2.009
H 6.392 0.758 1.927
H 5.652 -0.749 2.533
H 5.872 -0.527 0.785
H 1.081 -1.340 0.898
H -0.573 1.378 -0.403
H -3.022 1.845 -0.203
H -5.449 0.043 0.366
H -6.560 0.889 1.492
H -5.664 1.818 0.255
H -4.040 2.060 3.707
H -4.922 3.090 2.552
H -5.789 1.814 3.430
H -3.128 -0.514 3.427
H -0.738 -1.217 2.998
H 2.093 4.447 1.833
H 3.439 4.212 2.990
H 3.803 4.530 1.288
C -2.231 -3.852 -1.334
N -1.543 -2.753 -1.976
C -2.217 -2.230 -3.152
C -0.294 -2.405 -1.578
O 0.287 -2.944 -0.639
C 0.329 -1.241 -2.366
C 0.690 -1.472 -3.862
C 2.151 -1.011 -4.011
C 2.505 -0.328 -2.676
N 1.490 -0.755 -1.754
H -1.717 -4.109 -0.406
H -3.267 -3.554 -1.129
H -2.263 -4.729 -1.997
H -1.887 -1.210 -3.387
H -2.035 -2.862 -4.038
H -3.294 -2.209 -2.957
H -0.413 -0.421 -2.330
H 0.526 -2.505 -4.189
H 0.046 -0.818 -4.457
H 2.815 -1.869 -4.152
H 2.264 -0.327 -4.857
H 3.519 -0.556 -2.310
H 2.448 0.767 -2.806
H 1.769 -1.012 -0.818
*
```

- Frontier orbital gap: 7.4 eV
- HOMO energy: -7.842 eV


<x>
The following is a quantum chemistry calculation of one molecule with the formula C22H31N5O4, from the Open Molecules 2025 dataset.

The geometry in ORCA input format:
```
! RIJCOSX wB97M-V def2-TZVPD def2/J DEFGRID3
* xyz 0 1
C -2.270 4.881 2.269
C -2.266 3.584 1.464
C -1.761 3.776 0.034
C -0.242 3.928 -0.091
N 0.453 2.683 0.206
C 1.046 2.425 1.410
N 1.069 3.392 2.378
C 1.703 1.241 1.633
N 2.285 1.063 2.931
C 3.743 1.002 2.905
C 4.246 1.010 4.349
O 3.729 -0.073 5.085
C 2.321 -0.063 5.071
C 1.772 -0.104 3.646
C 1.751 0.219 0.633
O 2.294 -0.869 0.733
N 1.094 0.565 -0.558
C 0.886 -0.469 -1.549
C -0.608 -0.811 -1.584
O -1.362 -0.508 -0.685
N -0.979 -1.484 -2.688
C -2.352 -1.884 -2.942
C -2.909 -1.128 -4.150
C -2.443 -3.380 -3.135
C -1.710 -4.015 -4.131
C -1.798 -5.384 -4.306
C -2.623 -6.137 -3.489
C -3.357 -5.514 -2.495
C -3.264 -4.145 -2.318
C 0.458 1.748 -0.817
O -0.045 1.987 -1.895
H -2.562 4.691 3.300
H -2.980 5.584 1.840
H -1.294 5.365 2.275
H -3.289 3.206 1.420
H -1.670 2.818 1.964
H -2.049 2.913 -0.569
H -2.230 4.660 -0.400
H 0.154 4.718 0.546
H -0.009 4.169 -1.132
H 0.252 3.967 2.496
H 1.466 3.014 3.232
H 4.121 1.879 2.374
H 4.095 0.093 2.399
H 5.332 0.909 4.379
H 3.955 1.958 4.829
H 2.004 -0.944 5.631
H 1.952 0.844 5.579
H 0.681 -0.054 3.662
H 2.080 -1.040 3.161
H 1.227 -0.123 -2.528
H 1.464 -1.339 -1.223
H -0.301 -1.676 -3.406
H -2.909 -1.595 -2.044
H -3.955 -1.387 -4.298
H -2.359 -1.385 -5.053
H -2.829 -0.057 -3.982
H -1.065 -3.439 -4.780
H -1.222 -5.864 -5.083
H -2.692 -7.206 -3.627
H -4.001 -6.097 -1.852
H -3.834 -3.662 -1.537
*
```

- Frontier orbital gap: 9.1 eV
- HOMO energy: -8.333 eV


Most stable structure, least stable structure: <x>, <w>.


<w>
The following is a quantum chemistry calculation of C4H3NO3 as an isolated structure, from the Open Molecules 2025 dataset.

The geometry in ORCA input format:
```
! RIJCOSX wB97M-V def2-TZVPD def2/J DEFGRID3
* xyz 0 1
C 1.058 0.517 0.438
C -0.250 -1.172 -0.150
C -1.493 0.149 -1.013
C 0.007 0.152 -0.338
H 2.623 1.138 1.527
H -2.464 0.887 -0.824
H -1.617 0.247 -2.067
N 0.396 -1.642 0.965
O 1.812 1.520 0.970
O 1.379 -0.647 1.204
O -1.451 -1.151 -0.712
*
```

- Frontier orbital gap: 9.6 eV
- HOMO energy: -9.107 eV


<x>
The following is a quantum chemistry calculation of C4H3NO3 as an isolated structure, from the Open Molecules 2025 dataset.

The geometry in ORCA input format:
```
! RIJCOSX wB97M-V def2-TZVPD def2/J DEFGRID3
* xyz 0 1
C 1.226 -1.099 -0.047
C -0.063 -0.550 -0.135
C -1.539 0.926 0.122
C -0.252 0.767 -0.046
H 1.860 0.729 -0.167
H 1.217 -2.265 -0.199
H -2.314 1.632 0.563
N -2.123 -0.271 -0.027
O 2.237 -0.162 0.223
O -1.140 -1.205 -0.056
O 0.890 1.498 -0.231
*
```

- Frontier orbital gap: 8.0 eV
- HOMO energy: -9.595 eV


<y>
The following is a quantum chemistry calculation of one molecule with the formula C4H3NO3, from the Open Molecules 2025 dataset.

The geometry in ORCA input format:
```
! RIJCOSX wB97M-V def2-TZVPD def2/J DEFGRID3
* xyz 0 1
O -0.789 1.340 1.838
C -0.423 0.745 0.815
C -0.840 1.130 -0.514
C -0.335 0.226 -1.398
C 0.393 -0.748 -0.622
O 1.095 -1.632 -1.088
N 0.257 -0.459 0.741
O 0.876 -1.156 1.827
H -1.446 2.010 -0.711
H -0.478 0.150 -2.462
H 1.690 -1.606 1.576
*
```

- Frontier orbital gap: 9.2 eV
- HOMO energy: -10.368 eV


Most stable structure, least stable structure: <y>, <w>.